# 1
Below is a structure of composition C21H66Co2O16P in a non-equilibrium geometry, with properties calculated with the ωB97M-V functional and the def2-TZVPD basis.

Its energy is -140151.407 eV. Its multiplicity is 7. Its HOMO-LUMO gap (alpha / beta) is 9.479 / 9.289 eV. Its charge is +1.

Each line ends with the Mulliken charge.
Geometry (Å):
Co -0.50 -0.33 -2.20  2.040
Co 0.79 -0.37 2.76  0.311
P 0.04 -0.14 0.32  3.615
O -0.20 0.84 1.49  -0.246
O 0.83 0.44 -0.85  -0.463
O -1.24 -0.69 -0.34  -1.293
O 0.86 -1.25 1.03  -1.404
C 2.35 -2.79 -4.05  -0.934
C 0.90 -2.94 -3.58  0.467
C 0.60 -4.35 -3.16  -1.539
O 0.69 -2.05 -2.43  0.900
H 3.03 -2.78 -3.20  -0.027
H 2.52 -1.87 -4.60  0.153
H 2.61 -3.64 -4.69  0.417
H 0.25 -2.55 -4.36  0.436
H 1.39 -4.70 -2.49  0.355
H 0.54 -5.01 -4.03  0.438
H -0.34 -4.47 -2.63  0.261
H 1.22 -2.44 -1.69  -0.630
C 1.89 3.54 0.62  -0.484
C 3.05 3.08 -0.23  0.976
C 4.37 3.64 0.24  -1.583
O 3.14 1.66 -0.22  -0.708
H 0.95 3.09 0.28  0.114
H 1.73 4.62 0.58  0.575
H 2.03 3.27 1.67  -0.262
H 2.93 3.39 -1.28  0.145
H 4.60 3.18 1.22  0.222
H 4.34 4.71 0.41  0.396
H 5.18 3.37 -0.44  0.400
H 2.25 1.26 -0.36  0.079
C 0.20 3.16 4.45  -1.260
C -0.31 1.76 4.73  0.427
O 0.78 0.80 4.53  -0.316
H -0.64 3.85 4.35  0.408
H 0.74 3.19 3.51  0.099
H 0.84 3.47 5.28  0.445
H -1.07 1.47 4.01  -0.493
H -0.69 1.63 5.74  0.544
H 1.33 0.79 5.32  0.224
C -2.08 -2.85 4.77  -1.359
C -1.60 -1.43 4.65  -0.477
O -1.01 -1.17 3.38  0.277
H -2.85 -3.07 4.01  0.277
H -2.53 -3.03 5.74  0.429
H -1.29 -3.58 4.58  0.305
H -0.84 -1.27 5.42  0.352
H -2.40 -0.71 4.84  0.401
H -1.78 -1.01 2.76  0.098
C -4.38 0.86 0.70  -1.092
C -3.77 0.37 2.01  0.179
O -2.95 -0.77 1.84  -0.637
H -3.66 0.90 -0.10  0.063
H -4.81 1.85 0.87  0.427
H -5.26 0.26 0.46  0.340
H -4.56 0.05 2.69  0.509
H -3.20 1.16 2.51  -0.188
H -2.48 -0.72 0.98  0.088
C 2.87 1.23 -3.91  -1.122
C 1.43 1.64 -3.79  0.054
O 0.56 0.47 -3.90  -0.443
H 3.11 0.77 -4.87  0.431
H 3.13 0.52 -3.12  0.079
H 3.51 2.10 -3.75  0.401
H 1.14 2.34 -4.58  0.477
H 1.23 2.07 -2.82  -0.164
H 0.70 0.07 -4.77  0.202
C -4.23 -1.95 -3.17  -1.525
C -2.73 -2.17 -3.17  0.060
O -2.04 -0.93 -3.49  -0.453
H -4.53 -1.10 -2.55  0.297
H -4.73 -2.85 -2.81  0.422
H -4.65 -1.79 -4.17  0.444
H -2.50 -2.94 -3.91  0.346
H -2.42 -2.50 -2.18  -0.003
H -2.45 -0.58 -4.29  0.263
C -2.09 3.70 1.12  -0.563
O -1.52 2.88 0.13  -0.597
H -1.75 3.43 2.12  0.004
H -1.93 4.75 0.92  0.344
H -3.18 3.53 1.16  0.166
H -0.99 2.19 0.58  -0.244
C -2.32 2.28 -3.20  -1.039
O -1.55 1.59 -2.24  0.050
H -2.39 3.33 -2.93  0.398
H -1.84 2.19 -4.18  0.305
H -3.30 1.82 -3.30  0.193
H -1.63 2.05 -1.39  0.396
C -0.93 -4.04 0.74  -0.287
O -1.89 -3.26 0.05  -0.690
H -0.04 -4.25 0.13  0.026
H -0.64 -3.57 1.69  -0.046
H -1.38 -5.01 0.97  0.423
H -1.60 -2.33 0.00  0.120
C 3.86 0.95 3.13  -0.879
O 2.72 0.51 2.39  -0.335
H 3.73 0.63 4.16  0.321
H 4.76 0.51 2.70  0.327
H 3.96 2.04 3.12  0.240
H 2.88 0.77 1.46  0.089
C 3.55 -2.48 -0.41  -0.811
O 2.20 -2.94 -0.40  -0.480
H 3.63 -1.42 -0.68  0.165
H 3.98 -2.60 0.58  0.320
H 4.12 -3.06 -1.14  0.354
H 1.68 -2.29 0.15  0.170


# 2
Below is a cluster of 11 separate species, C21H66N12O15 in total in a non-equilibrium geometry, with properties calculated with the ωB97M-V functional and the def2-TZVPD basis.

Its energy is -71443.690 eV. Its SMILES is COC[C@H](C)N.COC[C@H](C)N.NC(N)=O.NC(N)=O.NC(N)=O.NC(N)=O.NC(N)=O.OCCO.OCCO.OCCO.OCCO. Its multiplicity is 1. Its HOMO-LUMO gap is 9.103 eV. Its charge is 0.

Each line ends with the Mulliken charge.
Geometry (Å):
C 5.75 -5.62 17.55  0.524
O 5.26 -6.70 17.28  -0.683
N 5.02 -4.48 17.56  -0.335
N 7.09 -5.36 17.68  0.713
H 4.01 -4.51 17.28  0.259
H 5.58 -3.66 17.33  0.094
H 7.65 -6.14 17.56  -0.244
H 7.54 -4.46 17.59  -0.197
C 11.74 -7.59 14.23  0.644
O 11.77 -6.46 13.79  -0.526
N 10.72 -8.06 14.98  -0.321
N 12.75 -8.57 13.92  -0.601
H 10.30 -7.35 15.56  0.089
H 10.81 -8.97 15.51  0.294
H 13.25 -8.43 13.06  0.263
H 12.43 -9.52 13.95  0.199
C 12.25 -0.50 17.14  0.572
O 13.33 -1.05 17.29  -0.686
N 11.51 -0.09 18.18  -0.416
N 11.85 -0.11 15.82  -0.391
H 11.76 -0.62 18.96  0.234
H 10.54 0.25 18.16  0.232
H 12.59 -0.12 15.10  0.239
H 11.29 0.74 15.83  0.209
C 7.67 -2.67 22.97  0.471
O 8.72 -3.05 22.43  -0.672
N 6.53 -3.24 22.62  -0.304
N 7.66 -1.56 23.78  -0.394
H 5.70 -3.21 23.21  0.268
H 6.64 -4.11 22.11  0.174
H 6.88 -1.17 24.17  0.132
H 8.51 -1.06 23.77  0.242
C 10.50 -4.18 19.16  -0.618
O 10.61 -4.32 17.86  0.559
N 9.54 -3.36 19.63  0.469
N 11.28 -4.76 20.05  0.265
H 8.99 -2.96 18.92  -0.151
H 9.49 -3.11 20.60  -0.101
H 11.25 -4.68 21.04  0.078
H 12.22 -4.96 19.69  0.338
C 8.64 -4.62 13.80  -1.459
C 9.05 -3.16 13.92  0.656
C 7.91 -2.22 13.45  -1.003
O 8.27 -0.87 13.65  -0.258
C 8.38 -0.14 12.43  -0.918
N 9.47 -2.77 15.29  0.058
H 9.44 -5.33 14.01  0.101
H 8.44 -4.85 12.75  0.513
H 7.70 -4.81 14.32  0.319
H 9.97 -3.07 13.28  0.167
H 6.97 -2.49 13.89  0.257
H 7.81 -2.44 12.38  0.613
H 8.43 0.97 12.57  0.282
H 7.42 -0.24 11.77  0.277
H 9.26 -0.48 11.92  0.366
H 9.85 -3.50 15.88  -0.501
H 10.17 -2.03 15.24  0.075
C 10.84 -3.07 25.76  -1.137
C 11.65 -4.10 24.97  0.326
C 11.04 -5.52 25.06  -0.404
O 11.19 -6.08 26.34  -0.431
C 12.40 -6.80 26.51  -0.622
N 11.84 -3.83 23.48  -0.413
H 9.85 -2.91 25.30  0.092
H 11.24 -2.05 25.90  0.341
H 10.63 -3.59 26.78  0.313
H 12.67 -4.12 25.26  0.374
H 11.59 -6.19 24.45  0.374
H 10.01 -5.48 24.75  0.070
H 13.25 -6.09 26.44  0.252
H 12.53 -7.54 25.71  0.282
H 12.47 -7.21 27.54  0.267
H 11.07 -3.31 23.08  0.104
H 12.67 -3.34 23.31  0.215
C 14.08 -4.39 15.15  -0.670
C 13.59 -5.21 16.38  0.106
O 13.51 -4.45 17.56  -0.595
O 13.51 -3.13 15.05  -0.461
H 13.79 -4.97 14.30  0.445
H 15.22 -4.40 15.16  0.206
H 14.20 -6.09 16.58  0.513
H 12.62 -5.55 16.01  -0.225
H 12.65 -3.99 17.44  0.076
H 13.63 -2.65 15.88  0.316
C 8.71 -6.63 20.82  0.377
C 7.22 -6.76 20.90  -0.928
O 6.61 -5.47 20.70  -0.623
O 9.20 -5.81 21.94  -0.233
H 8.92 -6.13 19.89  -0.393
H 9.36 -7.46 20.74  0.727
H 7.01 -7.10 21.89  0.415
H 6.84 -7.32 20.05  0.373
H 6.86 -5.14 19.81  0.229
H 8.70 -4.95 21.94  -0.044
C 10.12 -9.02 18.69  -0.882
C 10.81 -7.70 18.32  0.261
O 9.94 -6.91 17.48  -0.668
O 10.15 -9.80 17.58  -0.525
H 9.09 -8.92 19.00  0.482
H 10.72 -9.54 19.50  0.264
H 11.85 -7.92 17.88  0.166
H 10.97 -7.20 19.32  0.082
H 10.27 -5.94 17.52  0.045
H 9.34 -10.33 17.51  0.341
C 7.17 0.04 16.69  -0.742
C 7.13 -1.10 17.70  -0.336
O 7.63 -2.33 17.27  0.147
O 8.48 0.18 16.29  -0.467
H 6.77 0.94 17.16  0.382
H 6.56 -0.27 15.87  0.294
H 6.09 -1.19 18.04  0.425
H 7.67 -0.74 18.62  0.138
H 8.38 -2.21 16.59  0.107
H 8.58 -0.21 15.38  0.400


# 3
Below is a cluster of 12 separate species, C21H66O15 in total in a non-equilibrium geometry, with properties calculated with the ωB97M-V functional and the def2-TZVPD basis.

Its energy is -53556.478 eV. Its SMILES is CC(C)O.CC(C)O.CC(C)O.CC(C)O.CC(C)O.OCCO.OCCO.OCCO.O.O.O.O. Its multiplicity is 1. Its HOMO-LUMO gap is 10.378 eV. Its charge is 0.

Each line ends with the Mulliken charge.
Geometry (Å):
O -2.89 -1.92 -3.44  -0.626
H -2.01 -1.85 -3.08  0.125
H -3.26 -2.69 -3.02  0.313
O -5.41 -0.65 -4.04  -0.661
H -4.50 -0.73 -3.74  0.396
H -5.47 -1.25 -4.78  0.291
O 1.49 -0.42 -1.51  0.321
H 1.64 0.35 -0.95  -0.501
H 1.84 -0.16 -2.36  -0.029
O 0.12 2.85 -3.29  -0.654
H 0.11 2.42 -2.44  0.098
H -0.79 2.83 -3.58  0.419
C 3.83 -2.80 2.25  -0.615
C 3.29 -1.84 1.14  0.589
O 4.27 -1.41 0.26  -0.504
O 3.63 -4.17 1.83  -0.494
H 3.06 -2.61 2.99  0.248
H 4.80 -2.61 2.72  0.311
H 3.00 -0.88 1.57  0.135
H 2.39 -2.30 0.72  -0.393
H 4.52 -2.14 -0.32  0.319
H 4.17 -4.27 1.04  0.313
C -3.04 4.01 0.27  -0.423
C -2.00 4.03 -0.93  0.181
O -0.67 4.39 -0.53  -0.462
O -4.34 3.76 -0.25  -0.535
H -2.98 4.94 0.83  0.435
H -2.74 3.17 0.90  -0.016
H -2.34 4.77 -1.66  0.628
H -1.90 3.02 -1.31  -0.389
H -0.48 4.99 -1.26  0.266
H -4.97 4.02 0.43  0.312
C 1.04 -1.37 -5.14  -0.438
C 0.32 0.00 -5.00  0.616
O 1.05 0.90 -5.75  -0.594
O 2.14 -1.58 -4.28  -0.448
H 1.42 -1.51 -6.15  0.643
H 0.33 -2.17 -4.94  -0.028
H 0.37 0.29 -3.95  -0.594
H -0.76 -0.13 -5.15  0.294
H 0.96 1.74 -5.29  0.384
H 2.85 -1.80 -4.89  0.295
C 0.22 4.24 5.35  -1.453
C -1.03 3.73 4.62  0.400
C -0.60 3.14 3.27  -0.992
O -1.51 2.63 5.39  -0.542
H 1.07 3.55 5.38  0.365
H 0.14 4.30 6.44  0.367
H 0.71 5.10 4.90  0.376
H -1.74 4.56 4.61  0.261
H -1.44 2.55 2.91  0.112
H 0.31 2.54 3.31  0.357
H -0.30 3.95 2.60  0.419
H -1.81 2.97 6.24  0.312
C -2.72 -1.11 -0.19  -1.050
C -1.92 0.22 -0.11  0.935
C -0.80 0.08 0.88  0.583
O -1.32 0.54 -1.39  -0.314
H -3.49 -1.01 -0.96  0.393
H -3.01 -1.60 0.74  0.264
H -2.11 -1.90 -0.62  -0.017
H -2.68 0.93 0.23  0.045
H -0.28 1.01 1.11  -0.505
H 0.01 -0.60 0.60  -0.337
H -1.19 -0.45 1.76  -0.102
H -0.62 -0.11 -1.43  -0.156
C 2.77 3.90 0.71  -1.458
C 2.62 2.93 -0.44  0.836
C 3.78 1.91 -0.32  -1.475
O 1.42 2.23 -0.27  0.383
H 3.79 4.30 0.78  0.443
H 2.42 3.35 1.59  0.283
H 2.23 4.85 0.71  0.315
H 2.69 3.39 -1.43  0.280
H 3.77 1.11 -1.07  0.217
H 3.71 1.33 0.60  0.280
H 4.72 2.37 -0.04  0.465
H 0.76 2.92 -0.13  -0.334
C 1.16 -3.94 -1.24  -1.363
C 0.42 -3.80 -2.51  1.100
C -0.77 -4.74 -2.71  -1.659
O -0.17 -2.50 -2.53  0.726
H 1.78 -4.84 -1.28  0.503
H 0.52 -4.10 -0.37  0.178
H 1.74 -3.03 -1.11  0.126
H 1.16 -3.85 -3.31  0.349
H -0.28 -5.70 -2.57  0.451
H -1.37 -4.66 -3.62  0.345
H -1.49 -4.83 -1.90  0.300
H 0.47 -1.89 -2.16  -0.548
C -2.14 -2.04 4.20  -1.289
C -1.12 -3.21 4.13  0.391
C -0.61 -3.41 2.72  -0.825
O -0.05 -2.90 4.95  -0.582
H -2.92 -2.20 3.46  0.334
H -1.90 -0.98 4.06  0.267
H -2.72 -2.13 5.11  0.384
H -1.53 -4.14 4.52  0.272
H -0.44 -2.47 2.18  -0.184
H -1.26 -4.09 2.17  0.427
H 0.30 -4.00 2.60  0.483
H 0.55 -3.65 4.99  0.328